C14H26CaF8N4O28S8 | ωB97M-V with the def2-TZVPD basis set

## Properties
* HOMO level: -3.768 eV
* frontier orbital gap: 6.47 eV
* LUMO: 2.70 eV
* E: -7536.97653 hartree
* ΔE to the lowest compared entry with this formula, charge and spin: 0.000 eV

Geometry as ORCA input:
```
! wB97M-V def2-TZVPD RIJCOSX def2/J DEFGRID3
* xyz -2 1
Ca -9.2562 -8.4972 -17.7313
N -4.5884 -9.3824 -18.0130
S -3.7501 -8.5807 -16.9846
O -2.7085 -9.3296 -16.2820
O -4.4638 -7.5612 -16.2399
F -2.9305 -7.7286 -18.0777
S -5.8030 -9.7989 -16.8723
O -7.0870 -9.1723 -17.1010
O -5.4490 -10.2202 -15.5649
F -5.9724 -11.2162 -17.5908
N -6.0465 -6.5901 -21.3587
S -6.4672 -6.5314 -19.7138
O -5.5934 -5.9534 -18.7107
O -7.4944 -7.4218 -19.2022
F -7.3890 -5.2584 -20.0173
S -4.5174 -6.7595 -21.2055
O -4.1938 -8.1052 -20.7891
O -3.6544 -5.6996 -20.7321
F -4.2894 -6.6668 -22.7692
N -6.5936 -10.8650 -20.9637
S -8.1735 -10.9534 -20.4963
O -9.2306 -11.3829 -21.3860
O -8.5833 -10.0295 -19.4706
F -7.9449 -12.2947 -19.6089
S -6.9143 -10.6079 -22.4530
O -7.5200 -9.3339 -22.7794
O -7.0727 -11.8031 -23.2572
F -5.4175 -10.2318 -22.8271
N -9.8636 -6.3082 -21.7906
S -10.7905 -7.3770 -20.9140
O -12.2272 -7.3168 -21.0547
O -10.2387 -7.7890 -19.6216
F -10.3904 -8.6155 -21.8002
S -10.5417 -5.0933 -21.1783
O -10.3670 -4.8493 -19.7777
O -11.7826 -4.6310 -21.7380
F -9.5074 -4.0252 -21.8237
C -14.5443 -7.1594 -17.0307
C -14.1641 -7.6661 -18.4066
O -12.7493 -7.6998 -18.4233
C -12.2609 -7.1778 -17.2772
O -11.0942 -7.2144 -17.0276
O -13.2744 -6.8095 -16.4906
H -14.8491 -8.0225 -16.4367
H -15.2500 -6.3349 -17.0673
H -14.5227 -6.9714 -19.1657
H -14.6112 -8.6495 -18.5421
C -12.2266 -11.4651 -15.7979
O -12.1015 -11.8213 -17.1638
C -11.3605 -11.0645 -17.9473
O -11.0225 -9.9276 -17.7297
O -11.0172 -11.6715 -19.0815
C -11.7159 -12.8449 -19.4537
H -13.0938 -11.8500 -15.2656
H -12.1246 -10.3896 -15.6494
H -11.3940 -11.9152 -15.2497
H -11.5549 -13.6467 -18.7274
H -11.2864 -13.2548 -20.3648
H -12.8000 -12.8019 -19.5622
C -13.0596 -7.3821 -13.0744
C -11.6272 -7.8462 -12.8670
O -11.0725 -8.3029 -14.1040
C -9.8226 -8.5535 -14.3907
O -9.3951 -9.0452 -15.4062
O -8.9972 -8.3082 -13.3721
C -7.7630 -9.0301 -13.3484
H -13.6440 -8.1890 -13.5174
H -13.0236 -6.5650 -13.7961
H -13.5513 -7.0480 -12.1635
H -11.5759 -8.7370 -12.2367
H -10.9287 -7.0689 -12.5558
H -7.2488 -8.8570 -12.4045
H -7.1868 -8.7757 -14.2336
H -8.0008 -10.0925 -13.2541
C -5.1541 -4.6904 -14.9716
C -6.1257 -5.3219 -15.9688
O -7.4617 -4.9047 -15.7091
C -8.4574 -5.6152 -16.1865
O -8.3852 -6.5432 -16.9550
O -9.6350 -5.2191 -15.7172
C -9.7377 -4.1217 -14.8079
H -4.1375 -4.8632 -15.3275
H -5.1595 -5.0892 -13.9580
H -5.3024 -3.6066 -14.9918
H -6.0498 -6.3633 -15.6488
H -5.7754 -5.2763 -16.9973
H -10.7195 -3.6748 -14.9636
H -9.0665 -3.2732 -14.9286
H -9.6552 -4.4866 -13.7842
*
```

Charges obtained by Mulliken population analysis, quoted in units of e:
1. Ca 1.948
2. N -0.163
3. S 0.909
4. O -0.680
5. O -0.583
6. F -0.259
7. S 0.653
8. O -0.494
9. O -0.620
10. F -0.389
11. N -0.369
12. S 1.325
13. O -1.017
14. O 0.743
15. F -0.429
16. S 1.066
17. O -0.530
18. O -0.668
19. F -0.310
20. N -0.186
21. S 1.132
22. O -0.687
23. O -0.681
24. F -0.471
25. S 1.064
26. O -0.530
27. O -0.714
28. F -0.302
29. N -0.300
30. S 0.827
31. O -0.615
32. O -0.849
33. F -0.328
34. S 1.009
35. O -0.510
36. O -0.690
37. F -0.351
38. C -0.371
39. C -0.585
40. O 0.011
41. C -0.194
42. O 0.729
43. O -0.352
44. H 0.279
45. H 0.272
46. H 0.284
47. H 0.277
48. C -0.455
49. O -0.420
50. C -0.220
51. O 0.279
52. O 0.147
53. C -0.939
54. H 0.348
55. H -0.089
56. H 0.305
57. H 0.348
58. H 0.252
59. H 0.313
60. C -1.061
61. C -0.343
62. O 0.094
63. C 0.392
64. O -0.318
65. O -0.481
66. C -0.476
67. H 0.248
68. H 0.188
69. H 0.440
70. H 0.280
71. H 0.315
72. H 0.293
73. H 0.049
74. H 0.315
75. C -1.588
76. C 0.827
77. O -0.518
78. C -0.240
79. O 1.137
80. O 0.097
81. C -0.982
82. H 0.407
83. H 0.319
84. H 0.406
85. H -0.028
86. H 0.196
87. H 0.238
88. H 0.334
89. H 0.289

=====

C14H26Cl2N7O5S5Sr | ωB97M-V with the def2-TZVPD basis set

## Properties
* HOMO level: -9.808 eV
* frontier orbital gap: 7.25 eV
* LUMO: -2.56 eV
* E: -4250.46411 hartree
* ΔE to the lowest compared entry with this formula, charge and spin: 0.000 eV

Geometry as ORCA input:
```
! wB97M-V def2-TZVPD RIJCOSX def2/J DEFGRID3
* xyz 1 1
Sr 1.0659 0.0995 -0.2216
C 1.4814 3.6940 3.1360
N 0.2748 2.8729 3.1055
C -0.9193 3.4873 3.6669
C 0.2713 1.7141 2.4509
O 1.2862 1.2306 1.9324
C -1.0577 0.9636 2.3490
O -0.8795 -0.1269 1.4654
C -1.3544 -1.3672 1.9322
C -0.6975 -2.4574 1.0998
O 0.0439 -2.1582 0.1571
N -0.9454 -3.7165 1.4634
C -1.7904 -4.0665 2.5980
C -0.2877 -4.8206 0.7731
H 1.8377 3.7945 4.1615
H 1.2517 4.6829 2.7386
H 2.2502 3.2318 2.5280
H -0.6351 4.0457 4.5568
H -1.6549 2.7450 3.9651
H -1.3759 4.1768 2.9533
H -1.8281 1.6255 1.9479
H -1.3657 0.6218 3.3408
H -2.4442 -1.4303 1.8335
H -1.1003 -1.5089 2.9884
H -2.6874 -3.4514 2.6367
H -1.2506 -3.9770 3.5435
H -2.1072 -5.0996 2.4820
H 0.4447 -4.4257 0.0775
H -1.0241 -5.4157 0.2317
H 0.2142 -5.4557 1.5034
N -0.0294 -1.0915 -2.8390
N 0.9044 -1.0533 -3.8944
C 2.0380 -0.3348 -3.7181
N 2.7073 0.0454 -4.7938
N 2.3529 -0.0995 -2.4404
N 3.3962 0.6822 -2.0977
O 3.3259 1.0864 -0.9256
O 4.3227 0.9568 -2.8434
H -0.3128 -2.0515 -2.6895
H -0.8466 -0.5540 -3.1118
H 0.5340 -1.0567 -4.8342
H 2.2056 0.1373 -5.6681
H 3.5688 0.5450 -4.6544
C -4.1159 2.8938 -1.2162
S -3.5370 1.2058 -1.5401
C -2.2277 1.5238 -2.6597
C -1.0225 2.0582 -2.3277
S -0.4684 2.5851 -0.7878
S 0.0919 2.1944 -3.6921
C -0.8761 1.4370 -4.9082
S -0.3176 1.0278 -6.4077
S -2.4497 1.0234 -4.3334
H -4.9270 2.8076 -0.4953
H -4.4905 3.3381 -2.1348
H -3.3009 3.4816 -0.8011
Cl 2.3845 -2.1282 2.7049
C 3.8212 -2.5202 1.7433
Cl 3.5832 -2.1424 0.0275
H 4.0208 -3.5805 1.8317
H 4.6481 -1.9257 2.1104
*
```

Charges obtained by Mulliken population analysis, quoted in units of e:
1. Sr 1.427
2. C -1.040
3. N 0.158
4. C -0.978
5. C 0.712
6. O -0.846
7. C -1.060
8. O 0.016
9. C -0.940
10. C 0.364
11. O -0.600
12. N 0.284
13. C -1.013
14. C -1.054
15. H 0.319
16. H 0.356
17. H 0.325
18. H 0.338
19. H 0.373
20. H 0.316
21. H 0.498
22. H 0.583
23. H 0.336
24. H 0.615
25. H 0.338
26. H 0.328
27. H 0.381
28. H 0.288
29. H 0.344
30. H 0.383
31. N -0.223
32. N -0.255
33. C 0.137
34. N -0.282
35. N -0.494
36. N 1.381
37. O -0.715
38. O -0.700
39. H 0.217
40. H 0.124
41. H 0.293
42. H 0.187
43. H 0.235
44. C -0.823
45. S -0.040
46. C -0.344
47. C 0.270
48. S -0.331
49. S -0.009
50. C 0.131
51. S -0.251
52. S -0.082
53. H 0.357
54. H 0.327
55. H 0.207
56. Cl -0.099
57. C -0.459
58. Cl -0.023
59. H 0.363
60. H 0.350

=====

C14H26ClN4O11P | ωB97M-V with the def2-TZVPD basis set

## Properties
* HOMO level: -9.304 eV
* frontier orbital gap: 9.41 eV
* LUMO: 0.11 eV
* E: -2397.28538 hartree
* SMILES: NC(N)(N)C[C@@H]1OC(=O)O[C@]1(N=C=O)P(O)Cl.CCOC(=O)OC.CCOC(=O)OC

Geometry as ORCA input:
```
! wB97M-V def2-TZVPD RIJCOSX def2/J DEFGRID3
* xyz 0 1
N 3.9364 2.0124 1.9197
C 4.1852 1.9813 0.4277
N 2.9759 1.4186 -0.1806
N 5.3168 1.0290 0.2437
C 4.5373 3.4679 -0.0332
C 3.7439 4.0068 -1.2883
O 2.3060 4.1529 -1.1473
C 1.7908 3.4733 -2.2742
O 0.6633 3.5721 -2.6272
O 2.7869 2.6718 -2.8806
C 4.0304 3.4377 -2.7295
N 3.9551 4.3494 -3.9022
C 4.8349 5.2546 -3.8512
O 5.2935 6.3157 -3.7300
P 5.4565 2.1774 -2.9548
O 4.8020 0.6072 -3.0069
Cl 6.3469 2.4182 -4.8489
H 2.9731 2.3243 2.0646
H 4.6015 2.6444 2.3736
H 2.8341 0.4454 0.1167
H 2.1298 1.9227 0.0996
H 5.0484 0.2934 -0.4154
H 6.1575 1.5175 -0.0658
H 4.2555 4.1462 0.8301
H 5.6536 3.6195 -0.1656
H 4.0589 5.1031 -1.2953
H 4.2651 0.5941 -3.8341
C -2.5401 -1.5951 1.9113
C -1.1465 -1.7681 1.3404
O -0.2221 -0.8407 1.9255
C 0.1816 -1.1293 3.1692
O -0.1530 -2.0864 3.8203
O 1.0062 -0.1545 3.5748
C 1.4324 -0.2855 4.9297
H -2.8701 -0.5589 1.8075
H -3.2505 -2.2479 1.4009
H -2.5645 -1.8305 2.9766
H -1.1665 -1.5540 0.2704
H -0.7870 -2.7935 1.4563
H 1.8776 -1.2641 5.1132
H 0.5914 -0.1139 5.6031
H 2.1880 0.4773 5.1144
C -7.0012 -2.1054 -2.3232
C -7.8378 -2.3529 -1.0830
O -7.8909 -3.7478 -0.7582
C -6.7883 -4.2545 -0.1951
O -5.7794 -3.6467 0.0632
O -6.9892 -5.5625 0.0111
C -5.8455 -6.2494 0.5168
H -7.3635 -2.7122 -3.1561
H -7.0354 -1.0528 -2.6082
H -5.9582 -2.3812 -2.1594
H -8.8655 -2.0388 -1.2728
H -7.4767 -1.7734 -0.2298
H -5.4642 -5.7738 1.4214
H -5.0697 -6.2951 -0.2487
H -6.1513 -7.2654 0.7638
*
```

Charges obtained by Mulliken population analysis, quoted in units of e:
1. N -0.644
2. C 0.708
3. N -0.601
4. N -0.652
5. C -1.285
6. C 0.019
7. O -0.419
8. C 0.460
9. O -0.507
10. O -0.413
11. C 0.821
12. N -0.555
13. C 0.604
14. O -0.368
15. P 0.261
16. O -0.440
17. Cl -0.251
18. H 0.254
19. H 0.240
20. H 0.254
21. H 0.264
22. H 0.306
23. H 0.306
24. H 0.464
25. H 0.353
26. H 0.491
27. H 0.337
28. C -0.942
29. C -0.226
30. O -0.320
31. C 0.720
32. O -0.561
33. O -0.276
34. C -0.689
35. H 0.284
36. H 0.242
37. H 0.315
38. H 0.297
39. H 0.311
40. H 0.319
41. H 0.306
42. H 0.215
43. C -1.079
44. C -0.167
45. O -0.359
46. C 0.796
47. O -0.554
48. O -0.338
49. C -0.624
50. H 0.297
51. H 0.356
52. H 0.292
53. H 0.288
54. H 0.295
55. H 0.285
56. H 0.287
57. H 0.218